Run a
{
  "formula": "H8O4",
  "method": "ωB97M-V with the def2-TZVPD basis set",
  "elements": ["O", "H", "H", "O", "H", "H", "O", "H", "H", "O", "H", "H"],
  "xyz": [[-0.00617, 0.76242, 0.21525], [-0.69117, 0.30642, 0.20425], [0.16883, 0.74942, 1.14225], [0.69583, 1.78342, -1.96875], [0.19183, 2.47442, -1.82775], [0.72083, 1.54442, -1.08375], [-0.05017, -1.77058, -1.54075], [-0.33717, -0.99358, -1.95375], [0.77183, -1.44058, -1.32275], [-0.81417, -1.25958, 2.46325], [-0.79217, -1.03358, 3.53225], [0.14183, -1.12258, 2.14025]],
  "e_lumo_ev": 0.2,
  "smiles": "O.O.O.O",
  "homo_lumo_gap_ev": 11.357,
  "molar_mass_g_mol": 72.06,
  "homo_energy_ev": -11.201
}

---

Run b
{
  "formula": "H8O4",
  "method": "ωB97M-V with the def2-TZVPD basis set",
  "elements": ["O", "H", "H", "O", "H", "H", "O", "H", "H", "O", "H", "H"],
  "xyz": [[0.46984, 1.44612, -0.07033], [-0.38189, 1.11813, -0.35342], [0.41953, 2.48991, -0.17501], [0.15528, -0.63868, 1.50461], [0.31012, 0.33952, 1.55619], [0.78202, -1.05544, 0.85166], [-1.53186, -0.44473, -0.53229], [-1.12253, -0.70275, 0.38158], [-2.49721, -0.44960, -0.57637], [1.36266, -1.08741, -0.77780], [0.32244, -0.92535, -0.93246], [1.71160, -0.08973, -0.87635]],
  "e_lumo_ev": 0.4,
  "smiles": "O.O.O.O",
  "homo_lumo_gap_ev": 11.372,
  "molar_mass_g_mol": 72.06,
  "homo_energy_ev": -10.930
}

---

run b wins, 167.0 kJ/mol ahead of the next structure.

---

Run a
{
  "formula": "C5H8N",
  "method": "ωB97M-V with the def2-TZVPD basis set",
  "elements": ["C", "C", "C", "C", "C", "N", "H", "H", "H", "H", "H", "H", "H", "H"],
  "xyz": [[-1.81864, -1.56948, 0.43735], [-0.55018, -1.51536, 0.25746], [-1.28792, 0.74609, -0.04855], [-0.03437, -0.09829, -0.09125], [1.24417, 0.26180, -1.01230], [-0.27837, 0.83635, 1.10627], [-2.66488, -2.15189, 0.73090], [0.00039, -2.50300, 0.21727], [-1.54844, 1.58804, -0.62080], [1.04952, -0.03517, -2.04564], [2.06506, -0.34516, -0.70964], [1.71401, 1.25743, -0.90366], [0.28959, 1.65142, 1.10513], [-0.62161, 0.39723, 2.00816]],
  "e_lumo_ev": [-4.9, -5.5],
  "charge": 1,
  "homo_lumo_gap_ev": [9.751, 8.301],
  "molar_mass_g_mol": 82.13,
  "homo_energy_ev": [-14.656, -13.834]
}

---

Run b
{
  "formula": "C5H8N",
  "method": "ωB97M-V with the def2-TZVPD basis set",
  "elements": ["C", "C", "C", "C", "C", "N", "H", "H", "H", "H", "H", "H", "H", "H"],
  "xyz": [[1.29645, -1.21316, 0.34379], [0.41211, 0.75475, 0.48760], [1.79642, 0.59606, -0.29608], [-0.23274, -0.63357, 0.66839], [-1.21253, -1.07812, -0.37410], [2.29038, -0.79745, -0.15842], [0.62067, 1.19833, 1.46122], [-0.25039, 1.41422, -0.07182], [1.67935, 0.76216, -1.36954], [2.56836, 1.24985, 0.11376], [-0.50345, -0.89271, 1.68813], [-2.16747, -0.59660, -0.15869], [-1.38954, -2.15120, -0.34566], [-0.89519, -0.79457, -1.37562]],
  "e_lumo_ev": -6.6,
  "charge": 1,
  "homo_lumo_gap_ev": 10.630,
  "molar_mass_g_mol": 82.13,
  "homo_energy_ev": -17.247
}

---

Run c
{
  "formula": "C5H8N",
  "method": "ωB97M-V with the def2-TZVPD basis set",
  "elements": ["C", "C", "N", "C", "C", "C", "H", "H", "H", "H", "H", "H", "H", "H"],
  "xyz": [[-1.45884, 1.69668, 1.22468], [-0.56238, 0.81640, 0.61029], [0.31946, 0.66219, -0.26625], [1.04679, -0.53787, -0.22130], [1.41503, -1.36833, -1.40635], [-0.65685, -0.59735, 0.36712], [-2.45544, 1.47617, 1.00307], [-1.16602, 2.81590, 0.95390], [-1.50631, 1.64048, 2.30744], [1.62145, -0.88212, 0.67162], [0.69827, -1.29693, -2.21316], [1.69194, -2.31052, -1.12477], [2.35417, -0.99983, -1.74107], [-1.34126, -1.11486, -0.16520]],
  "e_lumo_ev": -4.8,
  "charge": 1,
  "smiles": "CC1=[N+]2[C@H](C)[C@@H]12",
  "homo_lumo_gap_ev": 10.533,
  "molar_mass_g_mol": 82.13,
  "homo_energy_ev": -15.354
}

---

Run d
{
  "formula": "C5H8N",
  "method": "ωB97M-V with the def2-TZVPD basis set",
  "elements": ["N", "C", "C", "C", "C", "C", "H", "H", "H", "H", "H", "H", "H", "H"],
  "xyz": [[-1.46734, -0.50120, -0.06950], [-0.40693, 0.37098, -0.65923], [-0.13438, 1.55139, 0.22371], [0.95634, 0.54351, 0.23739], [1.27309, -0.88977, 0.41612], [1.02076, -0.20620, -0.96654], [-1.74285, -0.15114, 0.86693], [-1.09583, -1.44539, -0.02486], [-2.35584, -0.24310, -0.43450], [-0.69541, 1.69296, 1.08151], [0.13317, 2.44369, -0.29317], [0.50702, -1.56314, 0.83204], [2.35407, -1.23153, 0.56545], [1.65414, -0.37106, -1.77535]],
  "e_lumo_ev": -3.7,
  "charge": 1,
  "smiles": "[NH3+][C@]12C[C@]13C[C@H]32",
  "homo_lumo_gap_ev": 9.852,
  "molar_mass_g_mol": 82.13,
  "homo_energy_ev": -13.507
}

---

run b wins, 141.7 kJ/mol ahead of the next structure.

---

Run a
{
  "formula": "C5H8N",
  "method": "ωB97M-V with the def2-TZVPD basis set",
  "elements": ["C", "C", "C", "C", "C", "N", "H", "H", "H", "H", "H", "H", "H", "H"],
  "xyz": [[1.06466, 0.00322, -0.68776], [1.42637, 0.91828, 0.43618], [1.16219, -0.44892, 0.77242], [-0.41557, 0.27841, -0.64731], [-1.49850, -0.80855, -0.55609], [0.03142, 0.52321, 0.82877], [1.70892, -0.17409, -1.48332], [2.01169, 1.84617, 0.71504], [1.29175, -1.16423, 1.49559], [-0.89059, 1.18380, -1.16650], [-1.58658, -1.05499, 0.52397], [-1.11131, -1.67260, -1.08552], [-2.52216, -0.46269, -0.85804], [-0.67229, 1.03300, 1.71257]],
  "e_lumo_ev": -3.9,
  "charge": 1,
  "homo_lumo_gap_ev": 12.207,
  "molar_mass_g_mol": 82.13,
  "homo_energy_ev": -16.091
}

---

Run b
{
  "formula": "C5H8N",
  "method": "ωB97M-V with the def2-TZVPD basis set",
  "elements": ["C", "C", "C", "C", "C", "N", "H", "H", "H", "H", "H", "H", "H", "H"],
  "xyz": [[-2.14453, 0.31513, -0.00903], [-3.04024, -0.54332, 0.21449], [-0.92512, 1.06432, -0.12144], [1.20104, -0.18694, -0.31315], [2.54008, -0.11412, 0.26142], [0.42806, 0.69320, 0.10767], [-3.90320, -0.74411, -0.51695], [-3.40303, -0.97259, 1.12643], [-0.78549, 1.58463, -0.99521], [-1.04574, 1.92816, 0.68782], [0.96072, -0.75246, -1.18006], [2.51022, 0.67414, 0.97576], [3.23443, 0.20691, -0.58669], [2.81458, -1.05602, 0.74948]],
  "e_lumo_ev": -6.7,
  "charge": 1,
  "homo_lumo_gap_ev": 7.256,
  "molar_mass_g_mol": 82.13,
  "homo_energy_ev": -13.961
}

---

Run c
{
  "formula": "C5H8N",
  "method": "ωB97M-V with the def2-TZVPD basis set",
  "elements": ["C", "C", "C", "C", "C", "N", "H", "H", "H", "H", "H", "H", "H", "H"],
  "xyz": [[-2.22849, -0.06917, -0.05628], [-1.56083, 1.05793, 0.34247], [-0.65501, 0.48654, -0.61560], [-0.99621, -0.83211, -0.15295], [2.09064, 1.10153, 0.29843], [-0.56358, -2.04335, 0.08435], [-3.26302, -0.04700, -0.40317], [-0.31493, 0.96880, -1.57566], [3.09460, 1.35208, 0.37939], [1.55211, 1.94277, 0.46883], [1.84682, 0.90726, -0.75821], [1.84252, 0.28047, 1.06198], [0.31979, -2.44998, 0.19985], [-1.16440, -2.65578, 0.72656]],
  "e_lumo_ev": -4.7,
  "charge": 1,
  "homo_lumo_gap_ev": 9.783,
  "molar_mass_g_mol": 82.13,
  "homo_energy_ev": -14.494
}

---

run a wins, 31.9 kJ/mol ahead of the next structure.

---

Run a
{
  "formula": "C3H5NS3",
  "method": "ωB97M-V with the def2-TZVPD basis set",
  "elements": ["C", "C", "C", "H", "H", "H", "H", "H", "N", "S", "S", "S"],
  "xyz": [[-0.69593, -1.29947, -2.00823], [-0.48311, 0.67286, 0.18813], [2.60818, -1.79259, 0.38365], [-1.66421, -1.47801, -2.65601], [0.32090, -1.56625, -2.67215], [-0.64571, -2.02147, -1.12691], [3.18680, -1.68985, 1.44037], [3.20502, -2.27183, -0.44953], [1.41886, -1.27856, 0.19269], [-0.86100, 0.39790, -1.47382], [-1.06825, 1.93068, 0.95392], [0.49740, -0.29779, 1.31577]],
  "e_lumo_ev": -0.1,
  "homo_lumo_gap_ev": 8.440,
  "molar_mass_g_mol": 151.28,
  "homo_energy_ev": -8.585
}

---

Run b
{
  "formula": "C3H5NS3",
  "method": "ωB97M-V with the def2-TZVPD basis set",
  "elements": ["C", "C", "C", "H", "H", "H", "H", "H", "N", "S", "S", "S"],
  "xyz": [[1.18008, 0.92371, 1.53917], [1.01831, -0.61235, -0.66296], [-0.36020, -0.44693, -1.22946], [0.12071, 0.77133, 1.74517], [1.68596, 0.04765, 1.95494], [1.52807, 1.83111, 1.95808], [-0.39743, -0.23750, -2.32560], [-3.72453, -0.39070, -0.26510], [-1.42938, -0.49780, -0.52160], [1.42786, 0.95352, -0.27719], [1.82300, -2.05717, -0.59900], [-2.87246, -0.28487, -1.31645]],
  "e_lumo_ev": -1.3,
  "homo_lumo_gap_ev": 7.237,
  "molar_mass_g_mol": 151.28,
  "homo_energy_ev": -8.506
}

---

run b wins, 22.5 kJ/mol ahead of the next structure.